(1)
C38H36AuBN8O3S2Se | wB97M-V/def2-TZVPD

As for the strongest force on any atom: 2.3 eV/A. The value obtained for the HOMO energy is -7.66 eV. As for the orbital gap: 0.210 hartree. The total energy is -149441.1200 eV.

Geometry (Å):
Au -0.30 -0.62 -0.04
C 0.42 -2.60 5.06
C 0.09 -1.51 4.11
C -0.46 -0.28 4.42
C -0.64 0.37 3.19
N -0.19 -0.43 2.22
N 0.25 -1.57 2.78
B 0.77 -2.80 2.01
N -0.41 -3.39 1.22
N -1.29 -2.59 0.61
C -2.20 -3.36 0.00
C -1.90 -4.70 0.25
C -0.75 -4.68 1.03
C 0.01 -5.83 1.59
C -3.26 -2.76 -0.80
C -3.78 -3.45 -1.89
C -4.70 -2.83 -2.72
C -5.12 -1.54 -2.47
C -4.64 -0.86 -1.36
C -3.72 -1.47 -0.52
N 1.93 -2.37 1.10
N 1.86 -1.31 0.29
C 3.06 -1.13 -0.27
C 3.93 -2.12 0.20
C 3.17 -2.89 1.06
C 3.61 -4.08 1.85
C 3.40 -0.03 -1.17
C 2.46 0.58 -2.00
C 2.81 1.65 -2.80
C 4.10 2.13 -2.79
C 5.06 1.51 -2.00
C 4.71 0.45 -1.19
C -1.30 1.65 3.02
C -1.99 1.91 1.84
C -2.71 3.08 1.68
C -2.78 3.99 2.72
C -2.12 3.73 3.90
C -1.38 2.57 4.06
H 0.15 -2.28 6.07
H 1.48 -2.84 5.04
H -0.15 -3.50 4.82
H -0.74 0.08 5.39
H 1.17 -3.59 2.79
H -2.44 -5.57 -0.08
H -0.53 -6.75 1.40
H 0.15 -5.71 2.66
H 0.99 -5.90 1.12
H -3.44 -4.45 -2.10
H -5.08 -3.37 -3.59
H -5.82 -1.05 -3.14
H -4.97 0.15 -1.15
H -3.35 -0.96 0.35
H 4.95 -2.28 -0.08
H 4.64 -4.32 1.60
H 2.98 -4.94 1.64
H 3.55 -3.87 2.92
H 1.45 0.20 -2.04
H 2.05 2.08 -3.44
H 4.36 2.98 -3.41
H 6.09 1.85 -2.03
H 5.45 -0.01 -0.55
H -1.98 1.16 1.07
H -3.23 3.24 0.74
H -3.37 4.89 2.61
H -2.20 4.43 4.72
H -0.86 2.39 4.99
O -0.03 1.24 -3.71
S -1.03 0.26 -4.07
O -2.38 0.79 -4.05
O -0.72 -0.55 -5.21
S -1.01 -1.12 -2.44
C -1.69 3.62 -3.50
N -0.80 3.44 -2.39
C -0.85 2.38 -1.55
Se -2.10 1.03 -1.47
N 0.18 2.48 -0.68
C 0.96 3.55 -1.01
C 2.15 4.01 -0.48
C 2.72 5.12 -1.08
C 2.11 5.73 -2.18
C 0.92 5.28 -2.71
C 0.34 4.16 -2.12
H -2.70 3.34 -3.20
H -1.40 2.95 -4.32
H -1.66 4.65 -3.83
H 0.37 1.79 0.04
H 2.63 3.52 0.35
H 3.65 5.51 -0.71
H 2.59 6.59 -2.62
H 0.47 5.76 -3.56

(2)
C8H17NO | wB97M-V/def2-TZVPD

As for the strongest force on any atom: 8.0 eV/A. The value obtained for the HOMO energy is -9.27 eV. As for the orbital gap: 0.361 hartree. The total energy is -12104.4040 eV. The SMILES is CNC(C)=O.C1CCCC1.

Geometry (Å):
C 1.49 1.96 0.13
N 1.47 0.70 -0.64
C 1.64 -0.48 0.09
C 2.27 -1.78 -0.66
O 1.17 -0.36 1.25
H 1.32 1.59 1.23
H 2.42 2.67 0.02
H 0.60 2.64 -0.08
H 2.41 0.86 -1.42
H 2.97 -1.42 -1.52
H 1.59 -2.56 -0.79
H 2.98 -2.26 -0.06
C -2.26 -1.10 -0.28
C -1.50 -0.81 1.12
C -0.93 0.63 0.72
C -1.76 1.20 -0.44
C -1.86 -0.06 -1.19
H -2.07 -2.12 -0.52
H -3.42 -1.20 0.20
H -0.71 -1.47 1.48
H -2.24 -0.77 1.92
H 0.03 0.38 0.31
H -0.95 1.08 1.74
H -1.09 1.84 -1.02
H -2.77 1.66 -0.34
H -0.83 -0.23 -1.35
H -2.49 -0.03 -2.16

(3)
C30H66InO8 | wB97M-V/def2-TZVPD

As for the strongest force on any atom: 4.8 eV/A. The value obtained for the HOMO energy is -4.73 eV. As for the orbital gap: 0.258 hartree. The total energy is -53728.9561 eV. Its charge is -1.

Geometry (Å):
C 4.59 -1.19 2.70
C 4.55 -0.77 1.13
C 3.07 -0.85 0.50
C 2.14 0.42 0.79
C 0.57 -0.01 0.97
In -0.87 1.28 -0.20
O -2.61 1.84 0.86
C -3.15 0.71 1.50
O -2.39 0.06 2.29
C -4.63 0.17 1.35
C -5.01 -0.66 0.07
C -6.45 -1.26 -0.11
C -7.53 -1.04 0.99
C -7.20 -0.19 2.27
C -5.76 0.39 2.42
H 5.61 -0.88 3.16
H 3.70 -0.72 3.25
H 4.56 -2.34 2.83
H 5.18 -1.57 0.59
H 5.08 0.23 0.94
H 3.21 -0.96 -0.64
H 2.58 -1.79 0.93
H 2.20 1.13 -0.11
H 2.46 0.99 1.73
H 0.49 -1.08 0.52
H 0.35 -0.11 2.08
H -0.02 2.75 -0.78
H -1.46 0.30 -1.63
H -4.22 -0.82 -0.74
H -6.70 -1.88 -1.04
H -8.57 -1.51 0.85
H -8.00 -0.04 3.08
H -5.56 1.00 3.37
C 6.76 -0.60 6.92
C 7.34 -1.47 5.82
C 8.80 -1.81 6.09
O 7.23 -0.80 4.57
H 7.30 0.35 6.99
H 5.72 -0.36 6.71
H 6.82 -1.10 7.89
H 6.76 -2.40 5.74
H 9.41 -0.90 6.12
H 9.21 -2.42 5.28
H 8.92 -2.34 7.03
H 7.74 0.02 4.63
C -5.64 -2.84 5.02
C -5.08 -3.72 3.91
C -3.63 -4.08 4.18
O -5.18 -3.04 2.67
H -5.09 -1.90 5.09
H -6.68 -2.57 4.81
H -5.60 -3.34 5.99
H -5.68 -4.63 3.83
H -3.00 -3.19 4.22
H -3.23 -4.71 3.38
H -3.53 -4.62 5.13
H -4.65 -2.23 2.73
C -2.08 5.27 0.10
C -1.94 6.74 0.47
C -3.21 7.28 1.11
O -1.63 7.50 -0.69
H -2.88 5.14 -0.64
H -1.16 4.90 -0.37
H -2.30 4.66 0.97
H -1.10 6.86 1.17
H -4.05 7.21 0.41
H -3.10 8.33 1.36
H -3.46 6.72 2.01
H -2.36 7.40 -1.32
C 1.57 -5.02 -2.63
C 1.55 -4.18 -1.36
C 0.92 -4.94 -0.21
O 0.83 -2.98 -1.60
H 0.56 -5.28 -2.94
H 2.02 -4.46 -3.46
H 2.14 -5.94 -2.49
H 2.57 -3.90 -1.10
H -0.12 -5.20 -0.44
H 0.90 -4.32 0.69
H 1.46 -5.86 0.01
H -0.08 -3.22 -1.84
C -2.19 7.65 -6.39
C -2.05 7.49 -4.88
C -1.68 6.07 -4.50
O -3.27 7.85 -4.25
H -2.99 7.00 -6.77
H -2.47 8.67 -6.64
H -1.26 7.40 -6.90
H -1.28 8.18 -4.52
H -2.46 5.36 -4.82
H -1.59 5.97 -3.42
H -0.73 5.77 -4.96
H -3.96 7.25 -4.56
C 3.23 -4.12 -8.32
C 2.64 -4.11 -6.92
C 2.56 -2.70 -6.36
O 3.45 -4.91 -6.06
H 4.25 -3.72 -8.32
H 3.29 -5.14 -8.71
H 2.62 -3.52 -9.01
H 1.64 -4.55 -6.94
H 3.56 -2.25 -6.29
H 2.15 -2.71 -5.35
H 1.94 -2.06 -6.99
H 4.33 -4.53 -6.04

(4)
C16H26HfN4O4Se2 | wB97M-V/def2-TZVPD

As for the strongest force on any atom: 1.2 eV/A. The value obtained for the HOMO energy is -15.17 eV. As for the orbital gap: 0.339 hartree. The total energy is -163154.7248 eV. Its charge is +2.

Geometry (Å):
Hf 0.15 0.10 0.53
N 2.01 -0.27 2.00
C 2.06 1.08 2.64
C 0.60 1.37 3.03
O 0.22 1.22 4.16
N -0.18 1.65 1.90
C -1.64 1.87 2.09
C -2.48 1.22 0.97
O -3.60 1.53 0.72
O -1.81 0.23 0.28
H 1.87 -0.96 2.73
H 2.90 -0.50 1.54
H 2.42 1.79 1.89
H 2.67 1.14 3.54
H -1.88 2.93 2.09
H -1.96 1.46 3.05
C -0.01 -2.86 3.50
Se -1.12 -1.49 2.69
C -2.31 -2.59 1.61
C -1.65 -3.49 0.57
Se -0.03 -2.70 -0.17
C -0.18 -3.25 -2.02
H -0.68 -3.59 3.95
H 0.56 -2.38 4.29
H 0.64 -3.34 2.77
H -2.97 -1.87 1.14
H -2.89 -3.19 2.32
H -2.33 -3.66 -0.26
H -1.36 -4.46 0.98
H -0.22 -4.33 -2.03
H 0.71 -2.91 -2.53
H -1.08 -2.83 -2.47
C 3.65 -0.08 -2.35
C 2.19 -0.04 -2.06
O 1.77 -0.24 -0.88
N 1.34 0.18 -3.04
C -0.11 0.32 -2.85
C -0.45 1.69 -2.32
C -1.10 2.61 -3.12
C -1.30 3.90 -2.63
C -0.83 4.21 -1.38
C -0.22 3.22 -0.63
N -0.04 1.97 -1.06
H 4.20 -0.22 -1.42
H 3.97 0.84 -2.83
H 3.87 -0.91 -3.03
H 1.72 0.36 -3.96
H -0.46 -0.49 -2.21
H -0.58 0.16 -3.82
H -1.43 2.33 -4.11
H -1.82 4.63 -3.24
H -0.94 5.20 -0.96
H 0.13 3.42 0.38